A molecular structure, C40H36ClN3PbSi2, computed with ωB97M-V with the def2-TZVPD basis set.

```
83
Properties=species:S:1:pos:R:3:forces:R:3
C -1.613 -0.669 4.498 0.314 -0.361 -0.309
C -2.180 -0.125 3.308 0.449 -0.298 -0.218
C -2.385 -1.198 2.388 0.543 -0.263 0.326
H -2.477 0.913 3.152 0.086 -0.311 0.064
C -1.930 -2.400 3.004 -0.036 0.533 0.295
C -1.457 -2.075 4.309 -0.197 0.307 -0.478
H -1.105 -2.783 5.059 -0.059 0.203 -0.215
H -1.416 -0.124 5.422 -0.018 -0.127 -0.275
H -2.877 -1.131 1.418 0.214 0.003 0.224
H -1.993 -3.396 2.567 0.079 0.329 0.146
Pb 0.812 -0.652 2.536 -1.897 -0.141 0.102
Si -0.333 -0.049 -4.115 0.896 0.140 0.059
C 0.044 1.539 -5.009 -0.186 -0.043 -0.204
C 1.346 1.737 -5.486 -0.268 0.477 -0.084
H 2.113 0.975 -5.311 -0.238 0.249 -0.138
C 1.657 2.911 -6.172 0.001 -0.003 0.046
H 2.675 3.060 -6.535 -0.308 0.057 0.020
C 0.671 3.882 -6.384 -0.065 -0.260 0.136
H 0.914 4.785 -6.942 -0.070 -0.168 0.158
C -0.625 3.689 -5.888 0.117 0.031 0.024
H -1.388 4.455 -6.037 0.227 -0.183 -0.005
C -0.943 2.520 -5.194 0.522 0.104 -0.214
H -1.948 2.367 -4.789 0.330 0.060 -0.193
C 0.376 -1.502 -5.051 0.090 -0.011 -0.167
C -0.040 -1.706 -6.377 0.301 -0.555 0.171
H -0.706 -0.980 -6.855 0.193 -0.303 0.129
C 0.390 -2.840 -7.071 -0.001 0.113 0.140
H 0.043 -3.008 -8.090 0.114 -0.025 0.185
C 1.250 -3.758 -6.456 -0.046 0.248 0.092
H 1.565 -4.653 -6.993 -0.060 0.250 0.129
C 1.715 -3.521 -5.159 -0.065 0.035 -0.019
H 2.406 -4.219 -4.684 -0.178 0.143 -0.179
C 1.282 -2.396 -4.454 -0.224 -0.030 -0.457
H 1.648 -2.214 -3.438 -0.181 -0.121 -0.335
H -1.801 -0.178 -4.117 -0.155 0.084 0.099
Si 0.637 0.069 -1.968 -1.884 -0.479 -0.158
C -0.253 -1.472 -1.308 0.540 -0.140 0.198
C -1.597 -1.689 -1.651 -0.236 -0.393 -0.022
H -2.154 -0.964 -2.255 0.323 -0.232 0.404
C -2.259 -2.863 -1.286 0.283 0.145 0.063
H -3.294 -3.016 -1.603 0.334 -0.006 0.179
C -1.582 -3.827 -0.539 0.086 -0.006 0.068
H -2.098 -4.746 -0.253 0.205 0.272 -0.030
C -0.248 -3.621 -0.172 0.005 -0.025 -0.121
H 0.278 -4.380 0.413 -0.181 0.214 -0.204
C 0.425 -2.461 -0.576 -0.554 -0.181 -0.041
H 1.487 -2.331 -0.348 -0.295 -0.018 0.023
C -0.430 1.515 -1.372 0.483 0.312 0.657
C -1.563 1.294 -0.566 -0.054 -0.086 -0.327
H -1.736 0.310 -0.119 0.016 0.359 -0.263
C -2.495 2.307 -0.348 0.154 0.108 0.124
H -3.406 2.086 0.217 0.347 0.158 -0.136
C -2.246 3.591 -0.839 0.109 -0.006 -0.036
H -2.963 4.391 -0.651 0.174 -0.193 -0.133
C -1.062 3.853 -1.539 0.002 0.036 0.217
H -0.850 4.862 -1.897 -0.069 -0.273 0.123
C -0.148 2.826 -1.783 -0.433 -0.070 -0.124
H 0.777 3.028 -2.326 -0.303 0.045 0.018
H 2.091 -0.013 -1.809 0.047 0.115 -0.518
Cl 1.954 0.646 0.593 0.381 0.099 0.714
C 1.951 -2.879 7.825 0.013 0.164 -0.287
C 1.957 -1.521 8.181 0.175 0.026 -0.376
C 1.987 -0.541 7.190 -0.179 -0.579 0.254
C 1.966 -0.924 5.839 0.650 -0.746 0.843
C 2.033 -2.291 5.474 -0.181 0.819 0.151
C 1.994 -3.259 6.471 0.147 0.097 0.296
N 1.782 0.042 4.850 -0.337 3.362 0.932
N 1.708 1.263 5.312 -0.062 -3.460 -0.512
C 1.079 2.160 4.474 -0.429 0.870 -1.795
C 0.979 3.504 4.902 0.251 -1.064 0.117
C 0.365 4.432 4.081 -0.343 -0.260 -0.630
C -0.116 3.996 2.829 0.217 0.301 0.565
C 0.038 2.664 2.474 0.211 -0.728 0.025
N 0.581 1.731 3.286 0.302 1.553 0.345
H 1.926 -3.647 8.604 -0.041 0.282 -0.311
H 1.937 -1.211 9.227 0.027 -0.212 -0.270
H 1.984 0.524 7.417 -0.088 -0.455 0.101
H 2.085 -2.550 4.413 -0.108 -0.079 0.441
H 1.998 -4.317 6.202 0.032 0.357 0.095
H 1.400 3.715 5.883 -0.141 0.213 -0.266
H 0.256 5.472 4.390 0.057 -0.311 -0.094
H -0.601 4.680 2.130 0.214 -0.230 0.238
H -0.245 2.306 1.478 -0.090 0.161 0.407
```
Positions in Å, forces in eV/Å.

The orbital gap comes out at 4.83 eV. Its spin multiplicity is 1. The energy above the lowest of the compared OMol25 structures with the same formula, charge and spin comes out at 0.000 eV. The calculation puts the lowest unoccupied orbital energy at -2.24 eV. As for the HOMO energy: -7.1 eV. The net charge is 0. Its max |F| is 3.51 eV/A.

These are the Mulliken partial charges, in e, on atoms 1 to 4: atom 1 (C): -0.50, atom 2 (C): -0.83, atom 3 (C): -0.35, atom 4 (H): 0.43

***

A molecular structure, C40H36ClN3Si2Y, computed with ωB97M-V with the def2-TZVPD basis set.

```
83
Properties=species:S:1:pos:R:3:forces:R:3
C -0.971 -0.187 1.606 -0.907 -0.866 0.353
C -1.678 0.420 0.540 -0.763 -0.749 0.205
C -1.771 -0.530 -0.515 -0.607 -0.040 0.126
H -2.150 1.399 0.576 0.227 -0.231 -0.113
C -1.109 -1.720 -0.113 -0.530 0.054 0.519
C -0.618 -1.518 1.201 -1.082 0.042 0.344
H -0.167 -2.277 1.829 0.038 0.210 -0.121
H -0.880 0.222 2.607 0.257 -0.035 -0.249
H -2.366 -0.422 -1.419 0.442 -0.042 0.179
H -1.029 -2.631 -0.701 0.040 0.241 0.062
Y 0.631 0.034 -0.190 1.625 0.444 -2.627
Si 2.561 0.347 -7.576 -0.601 -0.073 0.069
C 1.889 1.831 -8.473 0.391 0.560 0.100
C 2.606 2.424 -9.519 -0.671 0.425 -0.015
H 3.589 2.019 -9.786 -0.380 0.257 -0.093
C 2.047 3.517 -10.200 0.112 -0.129 0.056
H 2.583 3.952 -11.048 -0.192 -0.036 0.307
C 0.809 4.041 -9.805 0.067 -0.290 0.189
H 0.387 4.903 -10.324 0.150 -0.250 0.090
C 0.102 3.461 -8.741 0.257 -0.062 -0.229
H -0.869 3.862 -8.435 0.342 -0.118 -0.182
C 0.639 2.353 -8.083 0.237 0.068 -0.319
H 0.094 1.887 -7.255 0.213 0.149 -0.571
C 2.208 -1.136 -8.659 0.337 -0.409 -0.123
C 1.119 -1.058 -9.547 0.058 -0.312 0.064
H 0.677 -0.079 -9.778 0.160 -0.499 0.080
C 0.574 -2.225 -10.100 0.225 0.145 0.228
H -0.282 -2.153 -10.774 0.229 -0.078 0.217
C 1.120 -3.471 -9.773 0.244 0.317 0.119
H 0.654 -4.383 -10.145 0.214 0.207 -0.006
C 2.261 -3.544 -8.961 -0.064 0.108 0.024
H 2.718 -4.513 -8.756 -0.148 0.222 -0.023
C 2.806 -2.383 -8.400 -0.462 0.161 -0.301
H 3.679 -2.416 -7.736 -0.347 -0.206 -0.279
H 1.461 0.214 -6.598 0.322 -0.131 0.359
Si 0.265 0.250 -3.330 -0.102 -0.623 2.120
C -0.459 -1.390 -3.872 0.370 -0.292 -0.617
C -1.557 -1.503 -4.737 0.027 -0.446 0.336
H -1.971 -0.613 -5.207 -0.051 -0.128 0.180
C -2.103 -2.759 -5.025 0.117 -0.201 -0.113
H -2.955 -2.837 -5.700 0.158 0.054 0.143
C -1.533 -3.928 -4.509 0.133 0.346 -0.067
H -1.931 -4.917 -4.787 0.169 0.606 0.270
C -0.388 -3.818 -3.709 0.066 -0.143 -0.212
H 0.098 -4.730 -3.360 -0.061 0.241 -0.041
C 0.161 -2.568 -3.417 -0.721 -0.209 -0.170
H 1.097 -2.514 -2.861 -0.149 0.013 0.074
C -0.784 1.604 -3.996 -0.525 1.107 -0.166
C -2.049 1.785 -3.402 -0.103 0.532 -0.321
H -2.376 1.129 -2.602 0.001 -0.021 -0.165
C -2.899 2.826 -3.784 0.029 0.169 -0.237
H -3.874 2.943 -3.308 0.267 -0.084 -0.100
C -2.514 3.723 -4.794 0.230 -0.331 0.015
H -3.193 4.525 -5.132 0.468 -0.532 0.264
C -1.248 3.564 -5.374 -0.262 0.272 0.042
H -0.944 4.254 -6.171 0.014 -0.301 0.412
C -0.381 2.547 -4.953 -0.492 0.127 0.157
H 0.613 2.493 -5.382 -0.049 -0.059 0.049
H 3.953 0.473 -6.942 -0.816 -0.153 -0.496
Cl 2.184 0.438 -4.052 0.880 0.138 -0.121
C 2.366 -2.256 5.019 0.036 0.420 -0.388
C 2.326 -0.882 5.305 0.160 0.080 -0.377
C 2.224 0.051 4.265 -0.170 -0.312 0.393
C 2.125 -0.385 2.932 0.242 -0.865 0.820
C 2.264 -1.770 2.644 -0.331 0.754 0.180
C 2.363 -2.693 3.688 0.204 0.086 -0.157
N 1.791 0.522 1.901 0.371 3.547 1.280
N 1.761 1.770 2.314 0.271 -2.779 -0.813
C 1.296 2.726 1.408 -0.224 0.506 -1.773
C 1.576 4.090 1.606 0.039 -0.822 0.426
C 1.153 5.010 0.652 -0.201 -0.161 -0.314
C 0.391 4.571 -0.440 0.107 0.215 0.309
C 0.098 3.224 -0.558 0.532 -0.706 0.401
N 0.619 2.311 0.304 -0.246 1.016 0.291
H 2.414 -2.986 5.824 0.023 0.177 -0.147
H 2.392 -0.534 6.341 -0.099 -0.145 -0.461
H 2.164 1.124 4.466 0.020 -0.535 0.066
H 2.224 -2.096 1.602 0.113 -0.071 0.305
H 2.462 -3.763 3.469 -0.114 0.530 0.047
H 2.142 4.347 2.503 -0.198 0.160 -0.329
H 1.398 6.068 0.744 -0.043 -0.306 0.080
H 0.020 5.256 -1.200 0.083 -0.078 0.263
H -0.541 2.830 -1.361 0.394 0.153 0.223
```
Positions in Å, forces in eV/Å.

The orbital gap (alpha / beta) comes out at 3.99 / 3.99 eV. Its spin multiplicity is 1. The energy above the lowest of the compared OMol25 structures with the same formula, charge and spin comes out at 0.000 eV. The calculation puts the lowest unoccupied orbital energy (alpha / beta) at -5.36 / -5.36 eV. As for the HOMO energy (alpha / beta): -9.4 / -9.4 eV. The net charge is +1. Its max |F| is 3.79 eV/A.

These are the Mulliken partial charges, in e, on atoms 1 to 4: atom 1 (C): -0.65, atom 2 (C): -0.89, atom 3 (C): -0.27, atom 4 (H): 0.53